[1]
Computed, not measured: a cluster of 2 separate species, C5H12O2 in total, with the ωB97M-V functional and the def2-TZVPD basis.

## Properties
**SMILES**: C1CCOCC1.O

The geometry in ORCA input format:
```
! wB97M-V def2-TZVPD RIJCOSX def2/J DEFGRID3
* xyz 0 1
C 0.581 0.081 1.657
O -1.720 2.997 -1.202
C 0.791 -1.505 -0.287
H -1.131 1.289 -0.932
H 0.642 1.219 -0.716
H 1.442 -1.862 1.745
H -1.808 2.083 -0.848
C 0.591 -1.359 1.246
C -0.310 0.716 -0.459
O -0.439 0.736 0.957
H -1.234 -1.156 -0.783
C -0.262 -0.676 -1.010
H 0.642 -2.573 -0.535
H -1.093 2.913 -1.955
H 1.831 -1.238 -0.557
H 1.502 0.628 1.378
H 0.449 0.179 2.751
H -0.342 -1.787 1.660
H -0.132 -0.684 -2.109
*
```

=====

[2]
Computed, not measured: a cluster of 2 separate species, C5H12O2 in total, with the ωB97M-V functional and the def2-TZVPD basis.

The geometry in ORCA input format:
```
! wB97M-V def2-TZVPD RIJCOSX def2/J DEFGRID3
* xyz 0 1
C 0.247 -0.377 -0.789
C 2.270 -0.615 0.677
H 1.734 1.136 -0.531
C -0.882 0.370 -1.225
O -2.613 0.799 0.730
H 3.350 -0.434 0.692
C 1.639 0.048 -0.553
H -1.872 -1.022 0.242
H -3.008 -0.240 -0.927
H 1.777 -0.207 1.564
H -0.471 1.500 1.916
H 2.171 -0.312 -1.459
C -2.215 -0.077 -0.197
O -0.533 0.535 2.016
H -1.226 -0.029 -2.193
H 0.124 -1.467 -0.817
H 2.112 -1.700 0.658
H -1.934 0.652 1.530
H -0.671 1.437 -1.334
*
```

=====

[3]
Computed, not measured: a cluster of 2 separate species, C5H12O2 in total, with the ωB97M-V functional and the def2-TZVPD basis.

## Properties
**SMILES**: CCCCC=O.O

The geometry in ORCA input format:
```
! wB97M-V def2-TZVPD RIJCOSX def2/J DEFGRID3
* xyz 0 1
O -2.054 -1.069 -1.646
H 0.209 1.462 0.889
C -0.188 0.394 -0.985
H 2.562 1.184 0.155
H -3.086 -0.394 -0.465
C -0.876 -0.948 -1.417
H 2.655 0.803 1.974
H -0.193 -1.750 -1.342
H 1.273 -0.865 1.845
H -0.900 1.297 -1.243
H 1.239 -1.207 0.083
H -0.789 -0.009 1.198
C 2.572 0.320 0.920
O -3.845 -0.108 0.095
H -4.260 0.412 -0.603
C 0.082 0.443 0.587
H 3.617 -0.085 0.642
C 1.269 -0.472 0.830
H 0.713 0.593 -1.516
*
```

=====

[4]
Computed, not measured: an isolated molecule of C5H12O2, with the ωB97M-V functional and the def2-TZVPD basis.

## Properties
**SMILES**: COC[C@@H](C)CO

The geometry in ORCA input format:
```
! wB97M-V def2-TZVPD RIJCOSX def2/J DEFGRID3
* xyz 0 1
H -1.886 1.265 -1.035
H -1.009 -0.735 1.663
H -2.206 2.576 0.132
H 1.395 -1.211 1.445
H -3.019 0.993 0.305
H 2.588 -0.334 -0.617
C 1.688 -0.542 -1.210
C 0.433 -0.500 -0.339
C -2.086 1.489 0.022
H 1.813 -1.528 -1.668
C 0.212 0.910 0.216
H 1.641 0.199 -2.016
H -0.442 -0.768 -0.950
O -0.644 -1.630 1.568
O -1.048 1.027 0.866
H 0.978 1.134 0.972
C 0.537 -1.509 0.811
H 0.763 -2.507 0.415
H 0.292 1.668 -0.578
*
```

=====

[5]
Computed, not measured: a structure of composition C5H12O2, with the ωB97M-V functional and the def2-TZVPD basis.

The geometry in ORCA input format:
```
! wB97M-V def2-TZVPD RIJCOSX def2/J DEFGRID3
* xyz 0 1
H 1.657 0.858 -0.785
H -2.677 0.560 0.553
C -1.960 -0.157 0.963
H 0.702 1.740 1.103
H -0.897 -0.686 -1.306
C -0.380 1.627 1.023
H 1.232 0.223 -2.355
C 1.077 0.061 -1.276
H -2.069 -0.246 2.049
O -0.626 0.255 0.663
H 1.094 -2.091 -1.391
H 2.708 -1.373 -1.251
H 0.871 -1.244 0.859
C -0.411 0.300 -1.154
C 1.674 -1.294 -0.894
H -0.857 1.842 1.982
O 1.732 -1.502 0.505
H -2.107 -1.133 0.497
H -0.762 2.260 0.216
*
```

=====

[6]
Computed, not measured: an isolated molecule of C5H12O2, with the ωB97M-V functional and the def2-TZVPD basis.

## Properties
**SMILES**: CCOCCOC

The geometry in ORCA input format:
```
! wB97M-V def2-TZVPD RIJCOSX def2/J DEFGRID3
* xyz 0 1
H 2.588 -2.746 -2.445
H -3.024 1.075 1.403
O -0.577 0.747 0.480
C 1.878 -1.916 -2.451
C 0.418 -0.243 0.437
H -0.932 0.285 2.462
H 0.070 -1.168 0.926
C -2.280 1.808 1.728
H 1.340 0.079 0.947
O 1.607 -1.579 -1.116
H -2.574 2.197 2.707
H 1.099 0.393 -1.506
H -0.253 -0.762 -1.531
H 2.319 -1.067 -2.999
C 0.696 -0.515 -1.027
H -0.152 1.854 2.174
H 0.963 -2.228 -2.980
H -2.274 2.631 1.007
C -0.913 1.156 1.786
*
```

=====

For the records above, the corresponding ΔE to the lowest compared entry with this formula, charge and spin values read 204.4; 464.8; 198.6; 117.8; 503.5; 152.1 kJ/mol.
For the records above, the corresponding F_max values read 3.41; 0.83; 3.96; 0.43; 0.43; 0.33 eV Å⁻¹.